No. 1
{"formula": "C11H19IN3OPdS3", "method": "wB97M-V/def2-TZVPD", "elements": ["Pd", "C", "C", "S", "C", "C", "S", "C", "C", "S", "H", "H", "H", "H", "H", "H", "H", "H", "H", "H", "H", "H", "C", "N", "C", "C", "C", "N", "C", "O", "N", "H", "H", "H", "H", "H", "H", "H", "I"], "positions_angstrom": [[-0.0514, 0.0986, 0.0939], [1.7405, 2.8336, -0.2277], [2.7467, 1.8139, 0.2748], [2.2221, 0.0735, 0.0692], [2.6488, -0.6125, 1.6967], [1.9538, 0.0485, 2.8737], [0.1483, 0.0634, 2.6458], [-0.2677, 1.7690, 3.0791], [0.3691, 2.8761, 2.2438], [0.0674, 2.7135, 0.4620], [2.1321, 3.8349, -0.0442], [1.5944, 2.7368, -1.3043], [3.6772, 1.9166, -0.2835], [2.9800, 1.9780, 1.3249], [2.3685, -1.6635, 1.6174], [3.7344, -0.5673, 1.7946], [2.1777, -0.5158, 3.7789], [2.3110, 1.0639, 3.0351], [-1.3548, 1.8005, 2.9869], [-0.0334, 1.9328, 4.1316], [-0.0489, 3.8294, 2.5659], [1.4433, 2.9323, 2.4137], [-4.8250, -1.8676, 1.6423], [-4.1669, -0.9256, 0.7356], [-4.8611, -0.2104, -0.1747], [-4.2445, 0.6212, -1.0384], [-2.8246, 0.6976, -0.9765], [-2.1378, 0.0284, -0.0485], [-2.7780, -0.8372, 0.8255], [-2.1787, -1.4975, 1.6458], [-2.1664, 1.4605, -1.8557], [-5.8980, -1.7037, 1.5919], [-4.4702, -1.7013, 2.6548], [-4.5901, -2.8905, 1.3555], [-5.9329, -0.3530, -0.1744], [-4.7988, 1.1775, -1.7774], [-2.6802, 1.8411, -2.6318], [-1.1879, 1.2638, -2.0099], [0.0703, -1.2695, -2.1136]], "multiplicity": 1, "gap_ha": 0.263, "lumo_energy_ev": -3.7, "total_charge": 1, "mol_weight_da": 538.82, "largest_force_ha_per_bohr": 0.0065}



No. 2
{"formula": "C22H27F9N2P2ReSe", "method": "wB97M-V/def2-TZVPD", "elements": ["Re", "C", "N", "C", "C", "C", "N", "C", "C", "F", "C", "F", "C", "C", "F", "C", "F", "H", "H", "H", "H", "H", "H", "H", "H", "H", "H", "H", "C", "P", "C", "C", "C", "P", "C", "C", "H", "H", "H", "H", "H", "H", "H", "H", "H", "H", "H", "H", "H", "H", "H", "H", "F", "C", "C", "F", "C", "F", "C", "Se", "C", "F", "C", "F"], "positions_angstrom": [[0.0310, -0.2511, -0.7176], [-2.5719, -1.7133, -1.5207], [-1.5164, -1.7559, -0.4536], [-1.0957, -3.2006, -0.3652], [-2.2022, -1.4174, 0.8375], [-1.1537, -1.1156, 1.9096], [-0.0236, -0.3165, 1.3044], [0.8292, 0.2588, 2.2216], [1.6908, 1.3733, 1.8949], [1.8374, 1.8015, 0.6263], [2.4272, 2.0103, 2.8653], [3.3049, 3.0401, 2.4825], [2.3570, 1.6431, 4.2221], [1.5805, 0.5200, 4.5421], [1.5840, 0.1135, 5.8436], [0.8723, -0.1694, 3.5925], [0.3543, -1.3710, 4.0118], [-3.5044, -2.1034, -1.1097], [-2.8095, -0.6593, -1.7159], [-2.2200, -2.3427, -2.3657], [-1.9105, -3.8363, -0.0456], [-0.6845, -3.5501, -1.3151], [-0.3020, -3.2708, 0.3689], [-2.8516, -0.5333, 0.6591], [-2.9102, -2.1650, 1.1751], [-1.6635, -0.5161, 2.7077], [-0.7593, -2.0359, 2.4044], [2.9020, 2.1658, 5.0231], [0.9985, 2.4057, -3.3631], [0.9547, 0.6504, -2.8735], [-0.1297, -0.0566, -4.1662], [2.6521, 0.1774, -3.2825], [2.9518, -1.1413, -2.5915], [2.3611, -1.1597, -0.8667], [3.7725, -0.4354, 0.0206], [2.6705, -2.9702, -0.5296], [-0.0197, 2.7690, -3.4813], [1.5281, 2.4765, -4.3136], [1.4821, 3.0216, -2.6039], [0.0923, 0.3441, -5.1421], [-1.1557, 0.1611, -3.9103], [-0.0374, -1.1697, -4.1648], [3.3445, 0.9996, -2.9635], [2.7708, 0.0420, -4.3895], [4.0535, -1.2891, -2.5824], [2.5228, -1.9648, -3.1296], [4.6438, -1.1029, -0.0793], [3.5874, -0.3557, 1.0934], [3.9687, 0.5908, -0.3283], [3.7325, -3.1434, -0.6605], [2.0809, -3.5877, -1.2170], [2.3820, -3.2173, 0.4777], [-5.6198, 2.2193, 3.2586], [-4.6999, 2.3368, 2.2820], [-4.9316, 1.8175, 1.0121], [-6.1393, 1.7960, 0.5181], [-3.8005, 1.7299, 0.2058], [-3.9435, 1.1553, -1.0644], [-2.4692, 1.9366, 0.6466], [-1.1743, 1.6767, -0.7860], [-2.2654, 2.7096, 1.7619], [-1.0153, 3.3360, 1.8847], [-3.4389, 2.9478, 2.5223], [-3.3019, 3.6911, 3.7224]], "multiplicity": 4, "gap_ha": [0.242, 0.237], "lumo_energy_ev": [-7.6, -8.1], "total_charge": 2, "mol_weight_da": 817.57, "largest_force_ha_per_bohr": 0.0722}



No. 3
{"formula": "C3H7N3O2", "method": "wB97M-V/def2-TZVPD", "elements": ["N", "N", "C", "O", "O", "H", "H", "H", "H", "C", "C", "N", "H", "H", "H"], "positions_angstrom": [[0.1398, 1.0199, 1.6453], [0.4703, 0.0618, 0.6545], [0.9057, 0.5394, -0.6477], [0.6723, 1.6696, -1.0026], [1.9622, -0.2100, -1.0668], [-0.2335, 1.8209, 1.1351], [0.9867, 1.3309, 2.1183], [0.9353, -0.7654, 1.0119], [2.3090, 0.1962, -1.8741], [-0.9319, -1.1980, -1.2148], [-1.2914, -0.8041, 0.0320], [-2.1628, -0.5954, 0.8760], [-1.6931, -1.2120, -1.9808], [-0.1140, -1.8936, -1.3274], [-1.9544, 0.0398, 1.6410]], "multiplicity": 1, "gap_ha": 0.301, "lumo_energy_ev": 0.5, "mol_weight_da": 117.11, "largest_force_ha_per_bohr": 0.0608}



No. 4
{"formula": "C4H13N2", "method": "wB97M-V/def2-TZVPD", "elements": ["N", "C", "C", "C", "C", "N", "H", "H", "H", "H", "H", "H", "H", "H", "H", "H", "H", "H", "H"], "positions_angstrom": [[-0.7900, -1.4196, -1.3258], [-1.5350, -0.4816, -0.4519], [-0.8243, 0.8852, -0.3296], [0.6805, 0.8517, -0.5990], [1.5021, -0.0080, 0.3408], [1.0277, 0.1671, 1.7687], [-1.2998, -1.5409, -2.2008], [-0.8181, -2.3581, -0.9435], [-2.5365, -0.3616, -0.8582], [-1.6079, -0.9328, 0.5439], [-1.0479, 1.3269, 0.6446], [-1.2471, 1.5948, -1.0299], [0.7948, 0.3912, -1.5756], [1.0304, 1.8731, -0.6982], [1.4636, -1.0600, 0.1116], [2.5124, 0.3902, 0.3107], [1.6289, -0.3045, 2.4350], [0.0705, -0.1751, 1.8521], [0.9957, 1.1620, 2.0048]], "multiplicity": 1, "gap_ha": 0.356, "lumo_energy_ev": -3.6, "total_charge": 1, "mol_weight_da": 89.16, "largest_force_ha_per_bohr": 0.0228}



> Number 4 is which compound?

C4H13N2